[1]
{
  "formula": "C5H14NO4",
  "method": "the ωB97M-V functional and the def2-TZVPD basis",
  "elements": ["C", "C", "C", "C", "C", "N", "O", "O", "O", "O", "H", "H", "H", "H", "H", "H", "H", "H", "H", "H", "H", "H", "H", "H"],
  "positions_angstrom": [[3.05, 0.14, 0.90], [-2.75, 0.00, -1.86], [1.75, -0.10, 0.08], [0.48, 0.37, 0.61], [-0.73, -0.54, -0.54], [-1.76, 0.54, -0.85], [0.08, -0.15, 1.83], [0.11, 1.67, 0.57], [-1.21, -1.51, 0.19], [-0.34, -1.02, -1.71], [3.12, -0.50, 1.84], [4.00, 0.07, 0.36], [2.85, 1.17, 1.29], [-3.47, -0.65, -1.34], [-3.25, 0.88, -2.26], [-2.00, -0.40, -2.63], [2.05, 0.48, -0.84], [1.82, -1.20, -0.28], [-1.22, 1.31, -1.15], [-2.29, 0.81, -0.03], [0.70, -0.82, 2.03], [0.77, 2.24, 1.01], [-1.12, -1.26, 1.17], [-0.46, -1.96, -1.72]],
  "e_tot_ha": -554.3325,
  "gap_ev": 10.763,
  "mol_weight_da": 152.17,
  "multiplicity": 1,
  "de_lowest_kj_mol": 274.8,
  "largest_force_ha_per_bohr": 0.1067,
  "total_charge": 1
}



[2]
{
  "formula": "C5H14NOS",
  "method": "the ωB97M-V functional and the def2-TZVPD basis",
  "elements": ["C", "N", "C", "C", "S", "C", "C", "H", "H", "H", "H", "H", "H", "H", "H", "H", "H", "H", "H", "H", "H", "O"],
  "positions_angstrom": [[0.25, 1.81, 1.39], [0.66, 0.45, 1.17], [-0.21, -0.50, 0.45], [0.62, -1.70, -0.03], [-0.15, -3.31, 0.37], [-0.93, 0.14, -0.74], [1.29, 2.82, 0.89], [-0.73, 2.05, 1.00], [0.07, 1.93, 2.47], [1.62, 0.39, 0.86], [-1.02, -0.79, 1.11], [0.77, -1.62, -1.11], [1.63, -1.63, 0.41], [-0.31, 0.81, -1.34], [-1.68, 0.85, -0.36], [-1.39, -0.59, -1.41], [1.02, 3.14, -0.12], [1.36, 3.74, 1.47], [2.28, 2.37, 0.89], [-1.05, -3.70, -2.16], [-2.38, -3.07, -2.36], [-1.74, -3.59, -2.84]],
  "e_tot_ha": -727.1058,
  "gap_ev": 6.118,
  "mol_weight_da": 136.24,
  "multiplicity": 1,
  "de_lowest_kj_mol": 67.3,
  "largest_force_ha_per_bohr": 0.0254,
  "total_charge": -1
}



Number 1: E_LUMO -2.907 eV, HOMO energy -13.67 eV. Number 2: E_LUMO 3.392 eV, HOMO energy -2.73 eV.